# 1
{"formula": "C7H10", "method": "the ωB97M-V functional and the def2-TZVPD basis", "elements": ["H", "H", "H", "H", "H", "H", "H", "C", "H", "C", "C", "C", "H", "C", "C", "H", "C"], "coordinates": [[0.264, 1.166, -2.464], [-0.943, -1.834, -0.525], [2.754, 1.030, -0.644], [-2.293, -0.976, 1.844], [2.281, -0.175, -1.967], [-0.545, 1.302, 2.012], [0.734, 2.369, -1.146], [-1.191, 0.300, 0.112], [0.724, -1.386, 0.964], [0.976, 1.464, -1.698], [0.066, -0.928, 1.707], [-0.500, 0.426, 1.375], [-1.964, -0.746, -1.577], [-1.358, -0.758, 1.351], [-1.365, -0.833, -0.662], [0.305, -1.161, 2.746], [2.056, 0.742, -1.427]], "fmax_ev_per_a": 0.55, "molar_mass_g_mol": 94.157, "de_lowest_kj_mol": 658.12, "e_homo_ev": -7.8, "e_lumo_ha": 0.0395, "total_energy_ev": -7414.214}

***

# 2
{"formula": "C2H5N", "method": "the ωB97M-V functional and the def2-TZVPD basis", "elements": ["H", "C", "H", "H", "N", "C", "H", "H"], "coordinates": [[2.120, 0.363, -0.947], [0.315, -0.124, -0.431], [-1.805, -0.055, 0.010], [-0.697, 1.031, 1.015], [1.358, 0.667, -0.456], [-0.885, 0.036, 0.511], [-0.873, -0.838, 1.111], [0.467, -1.080, -0.813]], "fmax_ev_per_a": 5.80, "smiles": "[H]/N=C/C", "molar_mass_g_mol": 43.069, "de_lowest_kj_mol": 47.92, "e_homo_ev": -9.8, "e_lumo_ha": 0.0431, "total_energy_ev": -3644.017}

***

# 3
{"formula": "C4H39N3O13", "method": "the ωB97M-V functional and the def2-TZVPD basis", "elements": ["O", "O", "H", "C", "O", "C", "H", "O", "H", "C", "H", "O", "H", "H", "H", "O", "O", "O", "H", "H", "H", "O", "H", "H", "H", "H", "H", "C", "H", "H", "H", "O", "H", "H", "O", "H", "H", "H", "H", "H", "H", "H", "H", "H", "O", "H", "H", "H", "N", "H", "H", "H", "H", "N", "H", "O", "H", "H", "N"], "coordinates": [[-2.702, 0.168, 0.450], [-2.613, -0.804, -4.058], [-3.915, 1.770, 0.324], [0.796, 0.201, -0.188], [0.994, -2.502, 3.842], [0.691, -0.976, -1.119], [-1.323, 2.705, 0.522], [3.689, 0.682, -1.117], [3.096, 0.209, 3.674], [-0.354, 2.209, 0.599], [3.500, -0.262, -0.950], [3.507, -2.062, -0.401], [-1.825, -1.112, 2.087], [0.949, 3.348, -2.943], [-0.272, -1.412, -0.838], [-2.622, -2.553, 0.682], [1.470, 2.544, -2.991], [-1.112, -0.935, 2.729], [1.460, -1.686, -0.847], [-3.268, -0.203, -3.680], [-1.159, -2.622, -2.885], [-4.367, 2.163, 1.085], [-2.384, -3.402, 0.268], [0.356, 3.933, 1.650], [-2.995, 1.281, -1.776], [3.758, 0.733, -2.073], [2.488, 2.047, 0.885], [0.756, 3.166, 0.974], [-3.031, -0.693, 0.159], [0.573, -0.073, 0.840], [0.121, -2.618, 3.421], [-1.801, -2.864, -2.191], [2.579, 3.317, 1.893], [-1.267, -0.022, 2.987], [2.139, 0.176, 3.562], [-3.040, -2.874, 1.491], [2.393, 2.764, -3.133], [0.112, 1.773, -1.381], [1.037, 3.865, 0.164], [-3.706, 2.656, 1.573], [1.063, -1.531, 3.793], [1.486, -0.389, -2.897], [1.802, -2.848, 2.311], [2.036, -4.139, 1.452], [-3.832, 1.449, -2.230], [3.067, -2.427, 0.401], [1.779, 0.665, -0.169], [4.456, -2.260, -0.448], [1.962, 2.583, 1.568], [-1.311, -2.394, -1.501], [-4.477, 0.939, -1.731], [2.011, 0.838, 2.856], [-0.478, 1.535, 1.452], [-0.165, 1.290, -0.534], [-1.907, 0.347, -0.093], [1.954, -3.182, 1.395], [-0.074, -0.053, -2.720], [-2.690, -1.662, -3.621], [0.606, -0.796, -2.576]], "fmax_ev_per_a": 1.98, "molar_mass_g_mol": 337.364, "de_lowest_kj_mol": 0.00, "e_homo_ev": -9.2, "e_lumo_ha": 0.0046, "total_energy_ev": -35869.457}

***

# 4
{"formula": "C10H14ClNO2", "method": "the ωB97M-V functional and the def2-TZVPD basis", "elements": ["H", "H", "O", "H", "C", "C", "H", "N", "Cl", "C", "H", "C", "O", "C", "H", "H", "H", "H", "H", "H", "C", "H", "H", "C", "C", "C", "H", "C"], "coordinates": [[4.992, -0.253, 1.016], [0.606, -1.147, 0.401], [3.713, -1.340, -0.017], [1.938, -0.398, 1.225], [-1.865, 0.888, 0.131], [-4.102, 0.799, -0.785], [1.022, 1.831, 1.032], [4.681, -0.310, 0.017], [-5.910, -1.193, -0.243], [-2.181, -0.248, 0.938], [2.139, -1.916, -1.232], [0.344, 1.045, 1.041], [-0.686, 1.488, 0.082], [-3.426, -0.876, 0.820], [2.661, 0.998, -0.346], [-4.830, 1.197, -1.417], [5.494, -0.799, -0.618], [1.256, 0.444, -1.479], [-2.642, 2.188, -1.449], [-1.528, -0.615, 1.667], [2.750, -1.012, -1.067], [3.348, -0.907, -2.032], [-3.576, -1.838, 1.386], [1.162, -0.196, 0.521], [1.958, 0.194, -0.726], [-2.839, 1.399, -0.751], [-0.121, 0.894, 1.947], [-4.359, -0.318, -0.061]], "fmax_ev_per_a": 4.04, "smiles": "NOCCCCOc1ccc(Cl)cc1", "molar_mass_g_mol": 215.680, "de_lowest_kj_mol": 6.65, "e_homo_ev": -8.3, "e_lumo_ha": 0.0290, "total_energy_ev": -28701.597}

***

# 5
{"formula": "C8H10O2", "method": "the ωB97M-V functional and the def2-TZVPD basis", "elements": ["O", "C", "C", "H", "H", "H", "O", "H", "C", "C", "H", "H", "H", "C", "H", "H", "C", "C", "C", "H"], "coordinates": [[0.757, -2.327, 0.374], [1.935, 1.212, -1.086], [0.642, 1.056, -0.388], [-0.194, 1.084, -1.012], [-1.586, -1.224, -2.729], [-0.644, 1.374, 1.336], [-2.486, 0.502, 1.112], [0.780, -1.990, -0.522], [0.512, -0.023, 0.656], [0.549, -1.262, 1.149], [1.035, 2.120, 1.605], [0.205, -1.492, 2.160], [2.043, 0.453, -1.759], [-2.019, -1.012, -0.575], [1.880, 2.125, -1.642], [-2.411, -1.429, 1.596], [0.405, 1.341, 1.111], [-1.839, -1.244, -1.729], [-2.374, -0.646, 0.820], [2.811, 1.382, -0.477]], "fmax_ev_per_a": 3.07, "smiles": "C[C@@H]1C/C1=C/O.C#CC=O", "molar_mass_g_mol": 138.166, "de_lowest_kj_mol": 603.22, "e_homo_ev": -8.4, "e_lumo_ha": 0.0067, "total_energy_ev": -12547.409}

***

# 6
{"formula": "C25H52N11O17", "method": "the ωB97M-V functional and the def2-TZVPD basis", "elements": ["C", "H", "C", "H", "O", "O", "C", "N", "C", "C", "N", "H", "H", "C", "N", "O", "H", "O", "H", "H", "H", "C", "C", "C", "H", "N", "N", "N", "H", "O", "H", "H", "H", "O", "H", "H", "C", "N", "H", "H", "H", "H", "C", "O", "H", "C", "H", "O", "C", "H", "O", "C", "H", "O", "H", "H", "C", "H", "H", "O", "N", "C", "O", "H", "H", "N", "C", "H", "H", "H", "H", "H", "H", "H", "C", "H", "C", "H", "H", "H", "H", "C", "O", "H", "H", "N", "H", "H", "C", "H", "C", "H", "H", "C", "O", "H", "H", "O", "C", "C", "O", "N", "O", "H", "H"], "coordinates": [[0.089, -2.203, 1.436], [-1.183, 3.369, -6.864], [-2.187, -1.337, -4.201], [3.530, -1.966, 2.197], [-2.199, 5.193, 1.570], [2.712, 0.194, 0.569], [-0.485, -4.065, 5.053], [2.193, -1.305, -5.428], [-1.341, 2.855, -5.999], [2.811, 0.060, -5.319], [-0.948, 5.185, 1.424], [-2.243, -4.257, 4.217], [-0.476, 6.329, 3.262], [1.312, 4.472, -2.303], [-6.240, 1.782, 1.354], [0.884, 3.222, -5.566], [-3.310, 3.867, 3.611], [2.825, -2.105, -6.169], [1.118, 2.273, 0.571], [1.750, 1.198, -1.850], [-6.571, 2.659, 1.244], [0.705, -4.528, -4.044], [-5.945, -0.192, 2.402], [7.250, -0.151, 4.448], [-2.144, -1.992, 0.980], [1.478, -4.493, -2.788], [6.409, 0.637, 3.517], [-3.037, -1.366, -3.015], [0.257, 0.658, -2.264], [5.560, -0.053, 3.010], [1.034, 3.485, -1.747], [-0.107, -3.746, -4.046], [8.189, 0.043, 4.371], [2.213, -5.438, -2.557], [-4.683, -0.981, 0.675], [2.395, -3.438, 2.037], [-0.590, -0.770, -0.294], [-1.305, -4.576, 4.083], [0.859, 6.162, 2.170], [2.422, 0.630, -6.103], [-1.190, -0.992, -4.176], [1.476, -0.402, -2.129], [2.612, -2.491, 1.508], [-2.844, -2.110, -2.065], [1.800, -4.288, 5.377], [-5.362, 1.088, 0.428], [1.301, -6.369, 3.214], [3.400, 3.378, -2.610], [0.925, -4.579, 4.805], [-7.192, 1.801, 3.115], [-1.025, 2.562, 3.472], [-1.056, -1.371, 1.046], [-2.524, -0.656, -4.778], [6.378, 1.861, 3.572], [2.661, 0.426, -4.279], [-5.012, 1.616, -0.485], [0.724, -5.711, 3.736], [0.346, -3.081, 0.600], [1.247, -4.581, -4.792], [-2.321, 1.233, 4.492], [-2.185, 2.205, 3.881], [0.593, 0.224, -0.249], [-0.427, 4.794, 0.384], [-5.925, -0.931, 3.221], [-0.139, -2.943, 2.194], [2.611, 4.258, -3.008], [0.194, 1.551, 0.429], [-3.146, 2.815, 1.964], [-0.406, 1.253, 1.269], [-1.445, -6.324, 2.518], [-0.596, 1.959, 0.012], [1.245, 5.303, -1.494], [2.109, -0.050, 3.177], [-1.968, 3.333, -5.229], [-0.838, -5.682, 3.368], [-1.851, 1.970, -6.449], [-6.575, 1.205, 2.459], [0.338, -5.378, -4.339], [0.475, -0.072, 3.019], [3.825, -0.091, -5.222], [-1.263, -0.635, 1.903], [-0.063, 5.653, 2.436], [-3.930, -0.533, -3.016], [0.396, 4.773, 2.735], [-4.181, 2.269, 3.300], [-0.089, 2.431, -5.268], [-2.184, -2.226, -4.630], [-0.782, -3.197, 5.809], [1.101, 0.331, -1.626], [6.881, 0.263, 5.445], [1.370, -1.454, 1.602], [-0.471, -1.525, -1.140], [7.016, -1.153, 4.507], [-5.177, -0.259, 1.059], [-0.118, 1.405, -4.651], [1.188, -1.647, 3.573], [-1.574, -0.242, -0.796], [1.179, -1.606, -4.972], [-3.287, 2.759, 3.069], [1.316, -0.744, 3.028], [2.959, 5.153, -3.702], [1.554, -0.367, 0.597], [1.491, -3.343, -2.344], [0.467, 4.514, -3.110], [2.988, -2.705, 0.554]], "fmax_ev_per_a": 12.00, "charge": 1, "molar_mass_g_mol": 778.751, "de_lowest_kj_mol": 243.50, "e_homo_ev": -10.0, "e_lumo_ha": -0.2002, "total_energy_ev": -77921.209}